[1]
A 3-piece molecular cluster, C34H48BF3N6O6S overall, computed with ωB97M-V with the def2-TZVPD basis set.

Results
SMILES = Cc1c(B(O)N(C)C)c(N)cc2c1C(=O)c1c(CCC(F)=C(F)F)cc(CCSc3nnco3)c(C)c1C2=O.COC[C@@H](C)N.COC[C@@H](C)N
charge = 0
HOMO energy = -0.324 Eh

```
99
Properties=species:S:1:pos:R:3:forces:R:3
C -2.876 4.068 4.181 0.2260 -0.6389 -1.0870
C -2.019 2.726 4.242 1.7521 -2.4503 0.3142
C -2.404 1.626 5.302 2.6006 -1.0305 -1.6086
B -3.660 1.797 6.352 -0.7119 -0.8192 -0.7868
O -4.869 1.066 6.039 2.3453 0.5023 0.1518
N -3.614 2.646 7.587 -1.7017 -1.2598 -1.0880
C -4.218 1.777 8.670 -0.1428 -0.0742 0.3628
C -4.538 3.813 7.275 0.6488 1.2132 0.0685
C -1.615 0.276 5.439 1.0437 2.4165 -2.7768
N -1.990 -0.726 6.487 1.6810 1.3092 -1.0805
C -0.442 -0.001 4.466 -1.4351 3.2744 -0.7930
C -0.105 1.071 3.412 -1.3893 0.6246 0.7452
C -0.849 2.448 3.271 -0.8480 -2.3591 2.0883
C -0.361 3.470 2.123 0.2020 0.9849 0.3884
O -0.244 4.700 2.332 -0.6248 -3.9475 -0.9419
C 0.002 2.759 0.721 0.8700 -1.7046 -1.4329
C -0.317 3.362 -0.663 1.4766 -2.5864 -0.2000
C -1.026 4.782 -0.823 0.5811 -0.6626 -0.8019
C 0.014 6.016 -0.668 -0.5056 0.3997 -0.8950
C -0.721 7.303 -0.090 -1.2482 0.5150 -0.2248
F 0.097 8.345 0.449 -1.6475 -2.6678 -0.1373
C -2.121 7.512 -0.061 1.9059 -0.1598 0.5386
F -2.731 7.990 1.144 0.8565 -0.4471 -3.9803
F -2.936 7.212 -1.195 1.4317 0.1466 3.7405
C 0.057 2.549 -1.945 0.7110 -1.1420 3.3171
C 0.754 1.142 -1.868 -1.2117 2.6950 2.6732
C 1.027 0.412 -3.260 -0.1774 1.0560 0.2538
C 2.468 -0.280 -3.397 -0.2706 1.5883 0.5835
S 2.451 -2.080 -3.845 -0.9901 -0.9667 0.5212
C 0.891 -2.903 -3.365 -5.7395 -0.5832 -1.3517
N -0.283 -2.943 -4.190 3.3113 0.8506 0.8326
N -1.362 -3.576 -3.651 4.5750 -0.7766 5.2108
C -0.856 -3.983 -2.362 -0.2666 1.7899 -4.0487
O 0.494 -3.587 -2.179 -1.9377 -0.1575 -0.9066
C 1.069 0.587 -0.461 -0.9486 1.7553 -0.0502
C 1.751 -0.837 -0.276 -0.1681 0.7349 0.6731
C 0.720 1.377 0.847 -0.8325 1.4006 -2.7901
C 1.071 0.828 2.337 1.4169 -0.8066 0.5609
O 2.172 0.270 2.636 -4.4423 1.9282 -1.3711
H -3.981 3.767 4.028 1.6782 0.6091 0.5551
H -2.575 4.667 3.244 -0.3822 -0.9321 1.5273
H -2.718 4.748 5.082 -0.2992 -1.1525 -1.1154
H -4.688 0.365 5.373 -0.1646 0.8396 0.5240
H -3.837 2.170 9.670 -0.7955 -0.5547 -1.1705
H -5.359 1.832 8.566 1.5631 -0.3415 0.5841
H -3.893 0.673 8.574 -0.4457 1.7834 0.0656
H -5.337 3.970 8.074 1.0617 -0.3963 -1.0593
H -3.869 4.745 7.266 -1.1879 -1.1307 -0.0672
H -5.041 3.725 6.250 0.5106 0.1269 1.4471
H -1.590 -1.628 6.171 -0.4489 0.6198 0.2310
H -1.401 -0.473 7.310 -0.7878 -0.2261 -0.5784
H 0.183 -0.967 4.458 -1.1717 1.6580 0.1681
H -1.892 4.817 -0.083 1.1841 0.2387 -0.9865
H -1.414 4.835 -1.910 0.2638 -0.2009 1.9076
H 0.890 5.646 -0.040 -1.2985 1.0803 -0.3513
H 0.448 6.266 -1.709 -0.6179 -0.4610 1.5824
H -0.204 3.028 -2.959 0.4976 -0.9658 1.7509
H 0.984 1.238 -4.068 -0.0721 -1.3393 1.3445
H 0.137 -0.270 -3.468 1.3920 0.5651 0.2099
H 3.037 0.256 -4.249 -0.9472 -1.2723 1.1443
H 3.100 -0.080 -2.454 -1.1117 -0.6261 -1.3778
H -1.549 -4.534 -1.654 1.8330 0.7851 -0.5163
H 1.687 -1.527 -1.178 0.1072 1.1859 1.1848
H 2.844 -0.635 0.034 -1.6595 -0.6165 -0.5161
H 1.218 -1.357 0.599 0.9296 0.6828 -1.2631
C 1.415 -1.560 -9.716 0.2954 0.1071 -0.1326
C 1.142 -2.072 -8.304 -0.4301 -0.0434 -0.2396
C 0.514 -3.482 -8.265 0.0262 0.0382 0.3162
O -0.865 -3.526 -8.614 0.3863 -0.1298 -0.1318
C -1.123 -3.479 -10.006 -0.3424 0.0962 0.1775
N 0.309 -1.094 -7.593 -0.0401 -0.1775 0.2048
H 0.516 -1.196 -10.216 -0.0068 -0.0780 0.1042
H 2.117 -0.722 -9.683 -0.1053 -0.0707 0.0402
H 1.861 -2.341 -10.340 -0.0463 0.0417 0.0294
H 2.109 -2.135 -7.793 -0.0906 -0.0819 0.0837
H 0.567 -3.844 -7.233 -0.1387 0.0859 -0.0451
H 1.088 -4.195 -8.872 -0.0199 0.0857 -0.1667
H -0.361 -4.010 -10.585 0.0540 0.0708 0.0188
H -1.202 -2.442 -10.340 0.1145 -0.0512 -0.2101
H -2.091 -3.952 -10.189 0.1032 -0.0302 0.1201
H 0.219 -1.388 -6.621 0.0597 0.0248 -0.0375
H -0.640 -1.182 -7.958 0.1682 0.0841 -0.0077
C 2.397 -5.561 2.089 -0.2174 -0.2021 -0.1754
C 2.572 -4.050 1.971 0.4189 -0.1957 0.1767
C 4.018 -3.617 1.630 -0.1811 0.2438 0.0252
O 4.933 -3.703 2.717 -0.1203 -0.1390 -0.3894
C 5.413 -5.010 2.980 0.0881 0.1862 0.3326
N 2.098 -3.414 3.201 0.0941 0.3424 0.0705
H 2.763 -5.958 3.038 0.0346 0.1177 -0.0451
H 1.337 -5.823 2.027 0.1010 0.0711 0.0426
H 2.914 -6.083 1.278 -0.0151 0.0326 0.0643
H 1.930 -3.715 1.150 0.1175 0.0822 -0.0231
H 3.994 -2.559 1.350 0.0285 -0.0349 0.1481
H 4.405 -4.158 0.756 -0.0246 -0.1635 0.0686
H 5.545 -5.594 2.064 -0.0911 -0.0009 -0.0006
H 4.742 -5.527 3.669 0.0326 -0.2073 -0.1187
H 6.382 -4.922 3.477 -0.0713 0.1058 -0.1061
H 2.116 -2.402 3.073 -0.0554 -0.0501 -0.0100
H 2.803 -3.574 3.921 -0.1530 -0.0637 -0.0808
```
Positions in Å, forces in eV/Å.

[2]
A 13-piece molecular cluster, C52H130O20 overall, computed with ωB97M-V with the def2-TZVPD basis set.

Results
charge = 0
HOMO energy = -0.335 Eh

```
202
Properties=species:S:1:pos:R:3:forces:R:3
C 16.623 27.602 14.275 -0.0239 -0.0680 0.6066
O 16.264 26.577 15.206 0.5411 -0.1456 0.0380
C 17.125 25.438 15.115 -1.0580 -0.4901 1.4079
C 16.589 24.207 15.923 -0.5988 0.9578 0.0480
O 16.772 24.445 17.307 0.6941 0.2144 0.1268
C 16.068 23.558 18.163 0.4938 -0.2497 -1.3647
H 16.583 27.189 13.278 -0.2896 -0.0583 -0.6447
H 17.677 27.969 14.373 -0.7699 -0.0893 0.4463
H 15.868 28.413 14.396 0.7899 -0.5412 -0.1213
H 18.093 25.647 15.547 0.5480 0.3267 0.0250
H 17.225 25.175 14.085 0.1846 -0.4277 -0.9117
H 17.148 23.287 15.634 -0.4127 0.3975 -0.1203
H 15.485 24.102 15.775 0.6851 -0.1323 -0.4109
H 15.017 23.691 17.940 -0.5875 -0.0718 0.4305
H 16.343 23.816 19.177 -0.1620 -0.0153 0.1675
H 16.321 22.498 17.938 0.0119 0.3922 0.2396
C 9.419 15.776 13.548 0.7913 0.7470 0.3210
O 10.244 16.304 14.613 0.1142 -1.0102 -0.4591
C 10.468 15.354 15.690 -0.7575 1.2135 -0.7521
C 11.364 16.039 16.727 0.3914 0.7079 -1.2094
O 12.615 16.400 16.092 -0.5396 -0.4414 0.1868
C 13.525 17.129 16.903 0.6634 -0.8652 -0.1152
H 9.938 15.127 12.804 -0.0244 0.2899 0.7470
H 9.021 16.643 13.018 0.1400 -0.0263 -0.0258
H 8.583 15.263 13.983 -0.5450 -0.5634 0.1443
H 10.897 14.411 15.301 -0.0388 0.3918 0.2199
H 9.443 15.181 16.099 0.8391 -0.3221 0.2075
H 11.508 15.355 17.541 0.3771 -0.5221 0.6198
H 10.885 16.938 17.142 -0.0456 -0.0961 -0.2628
H 14.553 17.061 16.465 -0.9556 0.0722 -0.0134
H 13.610 16.652 17.888 -0.1437 0.2790 0.1209
H 13.254 18.177 16.979 -0.1578 0.2326 0.1498
C 13.836 14.345 13.134 -1.2144 -0.1983 -0.1352
O 13.839 15.246 12.075 0.2126 0.8657 -1.1937
C 12.885 16.314 12.032 0.9453 -0.9098 0.5286
C 13.489 17.456 11.307 -0.0728 1.1847 1.0138
O 13.496 17.332 9.904 0.2268 0.2742 0.4396
C 14.820 17.213 9.452 0.0120 0.0879 -0.1157
H 14.813 13.869 13.095 -0.1569 -0.4311 0.1801
H 12.981 13.619 12.974 0.9218 0.3444 0.5677
H 13.715 14.891 14.072 -0.1364 -0.1963 0.3196
H 12.608 16.645 13.020 0.0806 0.0567 0.7726
H 11.989 15.992 11.569 -1.0664 -0.5016 -0.7287
H 14.474 17.649 11.776 -0.3005 -0.1041 -0.8952
H 12.910 18.336 11.611 -0.2046 0.1034 -0.3821
H 15.312 16.426 9.992 0.5247 -0.3680 0.2990
H 15.405 18.132 9.499 -0.0433 0.2715 0.4093
H 14.780 16.949 8.429 -0.0985 -0.4071 -1.1906
C 20.886 20.652 15.293 1.0375 -1.0625 -1.1305
O 19.938 21.169 14.415 0.2983 1.3927 -0.3188
C 20.566 22.166 13.615 -1.7778 -0.7073 -2.3829
C 19.433 22.802 12.759 -0.5517 -0.6427 0.4179
O 18.944 22.036 11.628 1.2313 0.6137 0.6475
C 19.852 22.058 10.524 -1.0580 0.8338 0.1193
H 21.713 20.233 14.673 -0.3124 -0.3540 0.3772
H 20.384 19.852 15.828 0.3305 0.1897 0.5662
H 21.410 21.421 15.848 -0.4150 0.2191 0.8493
H 21.280 21.704 12.904 0.0327 -0.0132 0.5027
H 21.078 22.949 14.147 0.1518 0.2448 0.7455
H 19.705 23.832 12.487 -0.0387 -0.1907 -0.2965
H 18.553 22.828 13.418 0.2843 0.2881 -0.1123
H 20.774 21.576 10.777 0.7606 -0.1572 0.0819
H 20.014 23.113 10.183 0.0510 -0.7703 0.1884
H 19.373 21.486 9.737 -0.0083 0.0158 -0.1739
C 22.694 13.562 8.304 0.0705 0.2418 0.8557
O 21.466 14.214 8.553 0.0610 -0.8509 -0.5540
C 21.582 15.596 8.726 1.2430 0.2662 -0.5696
C 20.356 15.934 9.434 -0.9326 0.6244 0.7000
O 20.264 17.315 9.695 1.1285 -0.9171 -0.7711
C 19.397 17.573 10.723 -1.0966 1.3200 0.8424
H 23.170 13.253 9.251 -0.2212 -0.0651 -0.1346
H 23.362 14.287 7.874 0.5637 0.0147 -0.6993
H 22.548 12.687 7.678 -0.0704 0.0833 -0.1342
H 21.632 16.179 7.797 0.1165 -0.3405 -0.3189
H 22.492 15.847 9.286 -0.1310 0.0220 0.2375
H 20.367 15.356 10.349 -0.2423 -0.0673 0.5388
H 19.524 15.583 8.830 -0.4614 -0.0308 -0.0867
H 19.551 16.996 11.641 0.1453 -0.2644 -0.1700
H 18.349 17.516 10.410 -0.1561 -0.3533 0.0749
H 19.560 18.612 10.975 -0.0435 0.3777 0.2856
C 15.954 17.231 13.527 -0.1059 -0.0545 1.9555
O 16.489 18.193 12.675 1.2026 -0.2223 -0.7502
C 17.250 19.186 13.360 0.1084 0.6718 -1.2520
C 16.343 20.343 13.772 0.2119 -0.3576 -0.0419
O 15.428 20.055 14.826 0.5953 -0.1693 -0.6333
C 14.506 21.110 15.053 -0.1816 -0.6239 0.5072
H 16.718 16.798 14.243 -0.6917 0.6113 -0.5229
H 15.502 16.390 13.029 0.1488 -0.0580 -0.7308
H 15.151 17.757 14.063 0.0825 -0.5745 0.5849
H 17.944 19.634 12.563 -0.7937 -0.5774 1.2191
H 17.864 18.749 14.163 -0.3469 0.2254 -0.1391
H 15.801 20.604 12.861 -0.2209 0.1834 -0.0523
H 17.010 21.171 14.024 -0.0471 0.2918 0.2846
H 13.753 21.220 14.230 0.5877 -0.1507 0.7818
H 15.047 22.043 15.219 -0.0013 0.2230 -0.1938
H 14.063 20.831 16.037 -0.2633 0.3589 -0.8804
C 11.114 19.615 14.161 0.4517 0.1946 -0.7739
O 11.368 20.899 14.645 0.8817 0.2322 0.0895
C 10.352 21.708 15.152 -0.0451 -0.6559 0.8458
C 11.044 22.891 15.742 1.1290 1.7506 -1.0365
O 11.315 23.970 14.811 0.4042 -0.0932 -0.0700
C 12.278 23.737 13.760 -1.6306 -0.4161 -0.8159
H 12.128 19.265 13.847 -0.9078 -0.2212 0.3516
H 10.490 19.687 13.255 -0.0806 -0.3169 0.1383
H 10.650 18.970 14.909 0.0814 -0.1812 -0.0620
H 9.831 21.235 16.004 -0.0342 -0.2722 -0.3119
H 9.620 21.978 14.394 -0.1766 0.2011 -0.2079
H 12.022 22.632 16.174 -0.3881 -0.3910 0.0477
H 10.439 23.351 16.508 -0.2601 0.1534 0.2371
H 11.845 22.958 13.060 0.8172 0.7152 0.6325
H 13.283 23.444 14.069 -0.1495 -0.1190 0.4029
H 12.366 24.684 13.190 -0.1446 -0.4547 0.4469
C 17.232 19.302 17.221 -0.8031 0.3007 1.3773
C 18.108 19.258 18.501 0.0857 -0.9733 -1.7310
O 17.398 18.856 19.652 -0.5650 0.1616 -0.6772
C 18.291 18.616 20.699 -0.0034 -1.5840 0.4168
C 17.550 18.262 22.008 0.9357 -0.6751 -0.6886
H 17.713 19.792 16.386 0.4894 -0.0689 -0.1363
H 16.790 18.354 16.897 0.3759 0.0228 0.1074
H 16.385 19.951 17.456 -0.1601 -0.0275 -0.0705
H 18.944 18.528 18.300 -0.3474 0.7466 0.3854
H 18.496 20.266 18.624 0.4295 0.1655 0.2708
H 18.993 17.804 20.361 -0.3846 0.4895 0.5462
H 18.875 19.500 20.868 0.5308 0.6572 0.1932
H 17.121 17.244 22.065 0.3093 0.4370 -0.3556
H 16.751 18.960 22.127 -0.5110 0.5770 0.3190
H 18.286 18.359 22.815 -0.3284 0.0303 0.0248
C 17.304 15.976 18.540 -0.8353 0.5208 -1.0170
C 17.164 14.809 17.599 0.4706 -0.6282 -0.6794
O 18.332 13.985 17.747 -0.4925 -0.3797 -0.1770
C 18.345 12.821 16.916 -0.7181 0.3180 -0.3468
C 19.486 11.893 17.353 -0.4185 0.6700 -1.3642
H 16.479 16.697 18.354 0.5132 -0.4189 0.1629
H 17.190 15.626 19.551 0.3799 0.0543 0.5462
H 18.250 16.498 18.333 -0.2780 -0.2821 0.4373
H 16.235 14.233 17.750 0.2798 -0.0338 0.3436
H 17.101 15.118 16.546 0.1077 0.2841 -0.0346
H 17.320 12.335 16.921 1.0701 0.1445 0.4379
H 18.446 13.099 15.834 0.2443 0.0513 0.6536
H 19.322 11.504 18.328 -0.2497 -0.5792 0.6797
H 20.461 12.375 17.359 -0.0798 0.4736 -0.0257
H 19.564 11.133 16.574 -0.0811 -0.4134 0.3466
C 17.825 14.073 11.943 0.6539 -0.1251 0.9358
C 16.722 13.654 10.990 0.2026 0.4044 -1.2108
O 16.096 12.528 11.493 -0.7672 -0.7891 1.2868
C 14.930 12.116 10.823 0.4291 -1.2657 -1.1578
C 14.406 10.874 11.570 -1.2313 0.5101 -1.4790
H 17.415 14.098 13.013 0.5764 0.1204 -1.4474
H 18.674 13.352 11.919 -0.6655 0.2162 0.1361
H 18.300 15.044 11.685 -0.6862 -0.4410 0.1680
H 15.986 14.471 10.857 0.2585 -0.1917 -0.0321
H 17.087 13.307 9.989 0.2013 0.9554 0.3456
H 14.151 12.865 10.793 -0.1013 0.6543 0.1261
H 15.184 11.894 9.716 -0.2995 0.0770 1.4615
H 15.210 10.165 11.666 0.2304 -0.2622 0.4964
H 13.610 10.385 10.941 0.6746 0.4343 0.5441
H 13.912 11.177 12.507 0.5753 -0.2948 -0.1399
C 16.139 23.454 11.963 -0.5344 -0.6924 -1.5826
C 15.576 22.710 10.721 -0.6257 0.0685 -0.1766
O 14.256 22.213 11.027 0.6841 -0.1423 -0.9307
C 13.768 21.458 9.906 -0.6744 -0.3343 1.2744
C 12.346 21.028 10.187 0.3632 -1.0665 0.7286
H 15.580 24.370 12.004 -0.4816 0.4348 0.5124
H 16.004 22.851 12.901 0.6051 0.6877 -0.9906
H 17.139 23.762 11.632 0.0920 -0.4070 0.8867
H 15.497 23.381 9.815 0.0657 -0.1371 0.9420
H 16.199 21.881 10.333 0.0292 0.0588 0.6758
H 13.793 22.033 9.013 0.2335 0.8199 -0.8941
H 14.368 20.565 9.753 0.4056 -0.1813 0.0073
H 11.909 20.443 9.385 0.1239 0.0294 -0.3563
H 11.700 21.850 10.405 -0.3681 0.6728 0.1397
H 12.354 20.347 11.056 -0.0920 0.3871 -0.1469
C 19.521 16.992 15.254 0.4638 -0.7694 1.7201
C 20.324 15.697 15.387 -0.9925 -0.3946 0.2776
O 20.971 15.472 14.180 1.5856 -0.6499 -1.0287
C 21.656 14.192 14.068 -0.6687 0.5665 -0.5087
C 22.463 14.199 12.767 -1.0202 1.2055 0.3433
H 20.227 17.777 15.041 0.1303 0.6824 0.2788
H 18.863 16.956 14.415 -0.5484 -0.3521 -0.5004
H 18.935 17.126 16.214 0.6639 0.2667 -1.1518
H 21.039 15.692 16.230 -0.2156 0.2413 -0.1191
H 19.609 14.880 15.561 0.1008 -0.0527 0.2363
H 22.247 13.954 14.951 0.2160 0.2985 0.2160
H 20.870 13.446 14.001 -0.1649 -0.4306 0.0354
H 22.883 13.275 12.450 0.3818 -0.9820 0.2569
H 23.232 14.963 12.789 0.1624 0.0797 0.0509
H 21.754 14.468 11.986 0.0016 0.1762 -0.1843
C 12.464 21.149 18.481 0.3839 1.2200 -0.1482
C 11.473 22.103 19.134 -0.6898 -1.4359 0.4204
O 10.190 21.660 18.720 0.5640 -0.2265 -0.2787
C 9.159 22.330 19.353 -1.3548 1.3811 -1.2654
C 7.851 21.918 18.605 1.2702 0.2950 1.0010
H 12.704 20.225 19.014 -0.4479 0.0774 -0.1622
H 12.099 21.015 17.440 0.4109 -0.4044 0.7283
H 13.377 21.753 18.435 0.3108 -0.4395 -0.2287
H 11.469 22.133 20.245 0.4234 -0.0867 -0.4267
H 11.636 23.099 18.765 0.1090 0.7275 -0.1671
H 9.175 22.082 20.419 -0.3104 0.2128 0.1107
H 9.261 23.468 19.190 0.0514 -1.3476 0.5717
H 7.976 22.199 17.552 -0.2368 -0.1849 0.2562
H 7.024 22.440 19.064 -0.3875 0.1955 -0.1021
H 7.696 20.851 18.731 -0.0421 -0.1321 -0.2582
```
Positions in Å, forces in eV/Å.

Number 1: HOMO-LUMO gap 7.590 eV, molecular weight 736.7 g mol⁻¹. Number 2: HOMO-LUMO gap 9.757 eV, molecular weight 1075.6 g mol⁻¹.